one | This record from OMol25 describes a gas-phase ion, C6H13N (charge -1). The level of theory is the ωB97M-V functional and the def2-TZVPD basis.

```
! RIJCOSX wB97M-V def2-TZVPD def2/J DEFGRID3
* xyz -1 2
C -1.909 0.774 -0.358
C -0.807 -0.259 -0.060
C 0.543 0.061 -0.787
C 2.274 0.986 0.791
C 1.606 -0.055 0.263
C 2.053 -1.452 0.646
N -3.270 0.209 -0.384
H -1.982 1.617 0.344
H -1.670 1.327 -1.268
H -0.721 -0.321 1.023
H -1.096 -1.214 -0.475
H 0.558 1.057 -1.253
H 0.739 -0.622 -1.624
H 2.193 1.944 0.288
H 2.853 0.941 1.703
H 1.424 -2.188 0.155
H 2.108 -1.686 1.698
H 3.124 -1.602 0.418
H -3.397 -0.472 0.345
H -3.483 -0.179 -1.297
*
```

expectation value of S²: 0.750
frontier orbital gap (alpha / beta): 2.58 / 9.37 eV
HOMO (alpha / beta): 1.400 / -5.279 eV

Atom charges from the Mulliken analysis, given in e for atoms 1 to 2: -0.6620 -0.7536

***

two | This record from OMol25 describes a gas-phase ion, C6H13N (charge -1). The level of theory is the ωB97M-V functional and the def2-TZVPD basis.

```
! RIJCOSX wB97M-V def2-TZVPD def2/J DEFGRID3
* xyz -1 2
C -1.666 0.527 0.271
C -0.559 -0.167 1.143
C 0.215 -1.298 0.464
C 1.272 -0.727 -0.536
C 2.165 0.491 -0.275
C 2.149 1.590 -1.192
N -2.665 -0.389 -0.253
H -1.104 0.943 -0.477
H -2.250 1.220 0.736
H 0.230 0.375 1.760
H -1.147 -0.635 1.973
H -0.437 -1.953 0.025
H 0.795 -1.923 1.203
H 2.027 -1.531 -0.851
H 0.691 -0.480 -1.330
H 2.462 0.684 0.757
H 1.342 1.530 -1.965
H 3.022 2.254 -1.313
H -3.348 0.216 -0.740
H -3.194 -0.726 0.600
*
```

expectation value of S²: 0.754
frontier orbital gap (alpha / beta): 2.75 / 6.16 eV
HOMO (alpha / beta): 1.023 / -2.450 eV

Atom charges from the Mulliken analysis, given in e for atoms 1 to 2: -0.9854 -0.3148

***

three | This record from OMol25 describes a gas-phase ion, C6H13N (charge -1). The level of theory is the ωB97M-V functional and the def2-TZVPD basis.

```
! RIJCOSX wB97M-V def2-TZVPD def2/J DEFGRID3
* xyz -1 2
C -1.325 0.371 0.901
C 0.006 -0.221 1.374
C 0.638 -1.123 0.297
C 0.688 -0.676 -1.163
C 1.601 0.456 -1.529
C 1.466 1.684 -1.044
N -2.399 -0.617 0.909
H -1.122 0.845 -0.071
H -1.644 1.296 1.409
H 0.659 0.568 1.653
H -0.247 -0.850 2.220
H 0.100 -2.075 0.309
H 1.664 -1.268 0.587
H 1.027 -1.557 -1.720
H -0.320 -0.433 -1.561
H 2.343 0.214 -2.282
H 0.802 1.875 -0.208
H 1.923 2.593 -1.431
H -2.668 -0.850 -0.047
H -3.192 -0.232 1.399
*
```

expectation value of S²: 0.751
frontier orbital gap (alpha / beta): 2.81 / 9.44 eV
HOMO (alpha / beta): 1.334 / -5.395 eV

Atom charges from the Mulliken analysis, given in e for atoms 1 to 2: -1.8086 -0.9209

***

What are the relative energies? In eV: one 0.130; two 1.522; three 0.000.

***

one | This record from OMol25 describes 2 unconnected molecules or ions with the total composition C7H14O3. The level of theory is the ωB97M-V functional and the def2-TZVPD basis.

```
! RIJCOSX wB97M-V def2-TZVPD def2/J DEFGRID3
* xyz 0 1
C -1.000 -1.185 0.094
C -0.116 -0.041 -0.394
C 1.064 0.262 0.537
C 2.147 -0.642 1.016
O 2.607 -1.582 0.374
C 0.453 1.176 1.616
O -0.721 1.720 1.042
C -0.820 1.327 -0.328
C -2.264 1.392 -0.769
H -1.425 -0.982 1.088
H -1.840 -1.343 -0.596
H -0.461 -2.131 0.215
H 0.227 -0.224 -1.420
H 1.841 0.873 -0.069
H 2.486 -0.506 2.065
H 1.134 1.986 1.920
H 0.189 0.608 2.522
H -0.234 2.039 -0.940
H -2.902 0.758 -0.138
H -2.631 2.425 -0.709
H -2.352 1.055 -1.811
O 1.388 -2.678 -1.686
H 1.995 -2.082 -1.109
H 1.235 -2.225 -2.519
*
```

frontier orbital gap: 10.47 eV
HOMO: -9.995 eV

Atom charges from the Mulliken analysis, given in e for atoms 1 to 2: -1.6040 0.5271

***

two | This record from OMol25 describes 2 unconnected molecules or ions with the total composition C7H14O3. The level of theory is the ωB97M-V functional and the def2-TZVPD basis.

```
! RIJCOSX wB97M-V def2-TZVPD def2/J DEFGRID3
* xyz 0 1
C 2.309 -1.602 0.330
C 1.860 -0.588 -0.716
C 0.344 -0.595 -0.960
C -0.041 0.189 -2.180
O -1.139 0.682 -2.375
C -0.543 -0.387 0.257
C -0.357 0.943 0.954
C -0.955 1.059 2.328
O 0.243 1.863 0.433
H 1.924 -1.357 1.330
H 3.405 -1.623 0.395
H 1.966 -2.615 0.075
H 2.368 -0.804 -1.669
H 2.176 0.422 -0.418
H 0.091 -1.612 -1.382
H 0.747 0.283 -2.959
H -0.382 -1.190 0.990
H -1.609 -0.456 -0.010
H -1.972 0.644 2.342
H -0.958 2.101 2.663
H -0.349 0.454 3.021
O -3.006 1.776 -0.693
H -2.415 1.254 -1.300
H -3.706 1.160 -0.457
*
```

frontier orbital gap: 10.36 eV
HOMO: -9.712 eV

Atom charges from the Mulliken analysis, given in e for atoms 1 to 2: -1.1976 -0.6082

***

What are the relative energies? In eV: one 0.792; two 0.000.

***

one | This record from OMol25 describes 2 unconnected molecules or ions with the total composition C7H14O3. The level of theory is the ωB97M-V functional and the def2-TZVPD basis.

```
! RIJCOSX wB97M-V def2-TZVPD def2/J DEFGRID3
* xyz 0 1
O -1.609 -0.091 -1.011
C -0.196 -0.033 -0.938
C 0.305 -0.273 0.487
C -0.204 0.746 1.473
C 0.571 1.033 2.696
O 0.426 2.021 1.376
C 0.489 -0.975 -1.915
C -0.046 -2.352 -2.194
C -0.102 -1.283 -3.257
H -1.918 -0.916 -0.625
H 0.059 0.998 -1.229
H -0.012 -1.275 0.820
H 1.405 -0.266 0.485
H -1.295 0.805 1.570
H 0.103 0.678 3.620
H 1.627 0.742 2.721
H 1.578 -0.889 -1.882
H 0.672 -3.164 -2.308
H -0.989 -2.650 -1.732
H -1.082 -0.858 -3.481
H 0.574 -1.361 -4.108
O -0.450 3.025 3.363
H -0.209 3.003 2.201
H 0.305 3.336 3.869
*
```

frontier orbital gap: 9.94 eV
HOMO: -9.329 eV

Atom charges from the Mulliken analysis, given in e for atoms 1 to 2: -0.6056 -0.2046

***

two | This record from OMol25 describes 4 unconnected molecules or ions with the total composition C7H14O3. The level of theory is the ωB97M-V functional and the def2-TZVPD basis.

```
! RIJCOSX wB97M-V def2-TZVPD def2/J DEFGRID3
* xyz 0 1
O 4.568 0.933 -1.402
C 3.303 0.937 -0.966
C 3.306 2.405 -0.441
C 4.365 3.288 0.224
O 5.017 4.145 -0.696
C 2.468 0.411 -2.127
C 2.214 1.306 -3.372
C 2.249 0.032 -4.243
C 2.926 -0.717 -3.073
H 4.260 2.280 -1.673
H 1.721 1.215 -0.251
H 2.941 2.074 0.564
H 3.878 3.900 0.997
H 5.111 2.620 0.678
H 1.494 0.114 -1.704
H 1.295 1.907 -3.388
H 3.075 1.961 -3.567
H 1.238 -0.348 -4.441
H 2.797 0.089 -5.193
H 4.018 -0.735 -3.182
H 2.577 -1.731 -2.841
H 4.340 4.630 -1.182
O 1.331 2.735 -0.303
H 0.927 2.732 -1.174
*
```

frontier orbital gap (alpha / beta): 6.76 / 6.14 eV
HOMO (alpha / beta): -7.380 / -7.141 eV

Atom charges from the Mulliken analysis, given in e for atoms 1 to 2: -0.5564 -0.4260

***

What are the relative energies? In eV: one 0.000; two 8.567.

***

one | This record from OMol25 describes C10H13NO3 in the gas phase. The level of theory is the ωB97M-V functional and the def2-TZVPD basis.

```
! RIJCOSX wB97M-V def2-TZVPD def2/J DEFGRID3
* xyz 0 1
C -1.575 3.358 -0.062
O -2.121 2.059 -0.205
C -1.393 0.892 -0.037
C -0.026 0.819 0.304
C 0.652 -0.392 0.381
C 2.082 -0.453 0.731
C 2.932 -0.511 -0.559
N 4.379 -0.600 -0.297
C -0.062 -1.573 0.157
C -1.441 -1.500 0.006
C -2.115 -0.308 -0.059
O -3.418 -0.580 -0.237
C -3.556 -2.019 -0.001
O -2.262 -2.595 -0.196
H -1.159 3.538 0.943
H -0.863 3.474 -0.824
H -2.375 4.121 -0.228
H 0.532 1.718 0.433
H 2.385 0.445 1.342
H 2.379 -1.323 1.305
H 2.546 0.311 -1.264
H 2.661 -1.448 -1.113
H 4.683 0.274 0.118
H 4.857 -0.551 -1.228
H 0.368 -2.560 0.268
H -4.242 -2.413 -0.717
H -3.846 -2.182 1.040
*
```

frontier orbital gap: 8.83 eV
HOMO: -7.968 eV

Atom charges from the Mulliken analysis, given in e for atoms 1 to 2: -0.8267 -0.3990

***

two | This record from OMol25 describes C10H13NO3 in the gas phase. The level of theory is the ωB97M-V functional and the def2-TZVPD basis.

```
! RIJCOSX wB97M-V def2-TZVPD def2/J DEFGRID3
* xyz 0 1
C -1.617 0.151 -3.276
C -0.219 0.099 -2.671
C 0.374 1.350 -2.336
C 0.671 1.826 -1.101
C 0.245 1.173 0.170
C -0.591 0.131 0.270
O -0.775 -0.631 1.412
C 0.140 -0.404 2.520
C 0.552 -1.462 3.538
C 1.570 -0.971 2.495
C 0.175 -1.112 -2.266
N 1.454 -1.471 -1.629
O 2.263 -0.590 -1.466
O 1.685 -2.619 -1.361
H -2.237 -0.009 -2.508
H -1.606 -0.520 -4.095
H -1.948 1.107 -3.616
H 0.627 2.012 -3.169
H 1.512 2.508 -0.864
H 0.849 1.456 1.098
H -1.429 -0.120 -0.459
H 0.111 0.624 2.776
H 0.025 -2.388 3.390
H 0.672 -1.411 4.658
H 2.293 -0.304 2.896
H 1.770 -1.685 1.769
H -0.360 -1.998 -2.328
*
```

frontier orbital gap (alpha / beta): 7.64 / 7.64 eV
HOMO (alpha / beta): -8.136 / -8.135 eV

Atom charges from the Mulliken analysis, given in e for atoms 1 to 2: -1.5359 0.6574

***

three | This record from OMol25 describes a molecular structure, C10H13NO3. The level of theory is the ωB97M-V functional and the def2-TZVPD basis.

```
! RIJCOSX wB97M-V def2-TZVPD def2/J DEFGRID3
* xyz 0 1
C 1.598 2.325 1.098
C -0.143 1.506 -0.313
C -1.195 0.371 -0.262
C -2.611 0.991 -0.202
C -3.665 0.147 0.154
C -3.357 -1.308 0.199
C -2.081 -1.932 0.134
C -0.977 -1.027 0.076
C 1.664 -1.382 -0.602
C 2.988 -1.253 0.229
H 1.332 2.596 2.521
H 1.252 3.044 0.006
H 3.184 1.869 1.149
H -2.568 1.996 -0.701
H -4.601 0.681 0.212
H -4.418 -1.820 0.406
H -1.868 -2.946 0.457
H 0.214 -2.452 0.455
H 1.815 -2.224 -1.104
H 1.580 -0.454 -1.238
H 3.068 -2.164 0.736
H 2.540 -0.663 1.065
H 4.978 -1.138 -0.276
N 0.382 -1.465 0.167
O 0.828 1.068 0.555
O -0.172 2.429 -1.082
O 4.032 -0.585 -0.464
*
```

frontier orbital gap: 8.43 eV
HOMO: -8.049 eV

Atom charges from the Mulliken analysis, given in e for atoms 1 to 2: -0.8340 0.4832

***

What are the relative energies? In eV: one 0.000; two 5.960; three 7.448.